## i
C5H8N2 in the gas phase. Source: OMol25; level of theory: ωB97M-V/def2-TZVPD.

The geometry in XYZ format:
```
15
Properties=species:S:1:pos:R:3:nbo_charge:R:1
C -1.26987 -0.82509 0.65904 -0.64
C 1.39924 -0.98234 -0.37804 -0.38
C 1.96252 0.05994 0.31821 0.25
H 0.35004 2.05136 -0.59665 0.24
H 1.52842 -2.02855 -0.14794 0.22
N 2.14450 1.14220 0.76931 -0.47
C -0.19357 1.41614 0.09429 -0.27
C -0.48457 0.06774 -0.28499 0.02
H -0.72457 1.86920 0.92607 0.24
H -1.25134 0.91975 -0.76898 0.32
H -1.27310 -1.84297 0.26499 0.25
H -2.30544 -0.48248 0.74835 0.22
H -0.82548 -0.83921 1.65811 0.23
N 0.32264 -0.57887 -1.26114 -0.59
H 0.62058 0.05318 -2.00062 0.36
```


## ii
C5H8N2 in the gas phase. Source: OMol25; level of theory: ωB97M-V/def2-TZVPD.

The geometry in XYZ format:
```
15
Properties=species:S:1:pos:R:3:nbo_charge:R:1
H 2.36648 0.48113 1.10798 0.22
H -2.76434 -0.87028 -0.33659 0.22
H 0.02582 1.79244 -0.88770 0.20
C -1.90866 -0.90597 0.34450 -0.61
H -1.67073 -1.95627 0.54284 0.22
H -1.13786 1.85175 0.53555 0.21
H 2.14777 0.76951 -0.70445 0.34
N 0.30546 0.25328 0.64160 -0.40
N 2.32359 -0.26538 -1.10297 -0.55
C 1.65370 -0.01400 0.45431 -0.02
C -0.72279 -0.20464 -0.26499 -0.07
H -0.36160 -0.61641 -1.20835 0.22
C 2.10411 -1.23939 -0.27246 0.06
H -2.19213 -0.43251 1.29001 0.22
C -0.46629 1.25268 -0.07612 -0.25
```


## iii
15
Properties=species:S:1:pos:R:3:nbo_charge:R:1 method="wB97M-V/def2-TZVPD" smiles=Cn1ccc(N)c1
C 0.33849 -1.24018 -0.06224 -0.03
H 2.80347 -0.81778 -0.19245 0.21
H 2.68548 0.28576 1.17224 0.20
H 0.07303 2.00095 -0.30477 0.21
H -3.32291 0.15185 -0.20853 0.37
H 2.79366 0.92386 -0.49632 0.20
C -1.31001 0.28257 0.01421 0.11
N -2.62142 0.76513 0.18668 -0.82
N 0.92107 -0.00497 -0.12697 -0.34
C -1.01718 -1.11026 0.05053 -0.35
H -1.73419 -1.90757 0.19922 0.22
H -2.80136 1.72329 -0.07171 0.37
C -0.10676 0.94866 -0.11738 -0.16
H 0.94069 -2.13262 -0.15838 0.20
C 2.35793 0.13131 0.11585 -0.39


Of them, ii has the lowest stability.


## i
15
Properties=species:S:1:pos:R:3:nbo_charge:R:1 method="wB97M-V/def2-TZVPD" smiles=Cc1c[nH]c(N)c1
H 3.08865 -0.89236 -0.61041 0.37
H -0.75945 2.23294 -0.61408 0.20
H -2.66962 -0.49038 1.09950 0.22
H -2.66697 -1.05103 -0.57020 0.21
H -3.00039 0.64201 -0.21100 0.22
C -2.37409 -0.21228 0.07780 -0.62
H 2.76355 -1.29804 0.93685 0.38
N 2.69569 -0.54572 0.26129 -0.83
C 0.17529 -0.73253 0.30536 -0.34
N 1.03480 1.12108 -0.25605 -0.51
H -0.14487 -1.82572 0.21602 0.20
C -0.32282 1.28607 -0.33293 -0.08
C 1.37253 -0.15568 0.08978 0.26
C -0.92639 0.08268 -0.02435 -0.09
H 1.73406 1.83896 -0.36757 0.41


## ii
A molecular structure, C5H8N2. Source: OMol25; level of theory: ωB97M-V/def2-TZVPD.

The geometry in XYZ format:
```
15
Properties=species:S:1:pos:R:3:nbo_charge:R:1
C 1.94105 0.32030 -0.89550 -0.63
C 0.75999 0.59103 0.07051 -0.24
C -2.17277 -0.45144 0.76482 -0.03
H 2.53120 1.23278 -0.98475 0.22
C -0.82836 -0.69704 -0.80292 0.24
H 1.66665 -0.04540 -1.88982 0.21
H -0.43516 -0.79577 -1.79934 0.20
H -3.13944 -0.35798 1.21787 0.21
H -0.63285 -0.12751 2.34785 0.23
N -0.01112 -0.63289 0.33534 -0.43
N -2.10507 -0.67743 -0.59283 -0.44
H 1.19805 1.04903 0.94133 0.20
C -0.94647 -0.23149 1.31491 -0.15
H 2.59747 -0.44115 -0.42294 0.23
H -0.42319 1.26495 0.39547 0.19
```


## iii
15
Properties=species:S:1:pos:R:3:nbo_charge:R:1 method="wB97M-V/def2-TZVPD" smiles="C/N=C/[C@]1(C)C=N1"
H -0.29784 -1.44322 -0.01678 0.14
H 2.90548 -0.14335 0.62184 0.21
N 0.65311 1.96556 0.05266 -0.25
C 0.98891 1.51609 1.16735 0.07
C -2.65603 -0.53883 -0.48406 -0.43
N -1.46449 0.24962 -0.29392 -0.38
C 2.17919 -0.22233 -0.19707 -0.63
H 1.47583 1.86475 2.06727 0.21
H 2.04596 -1.28920 -0.40808 0.22
C 0.86843 0.43169 0.22085 -0.06
C -0.38270 -0.34283 -0.02487 0.10
H -3.09806 -0.30538 -1.45851 0.21
H -3.37690 -0.23150 0.28126 0.21
H -2.49107 -1.62573 -0.40526 0.16
H 2.61686 0.24774 -1.08125 0.23


## iv
C5H8N2 in the gas phase. Source: OMol25; level of theory: ωB97M-V/def2-TZVPD.

The geometry in XYZ format:
```
15
Properties=species:S:1:pos:R:3:nbo_charge:R:1
H -2.77716 -1.20866 0.35571 0.20
C -0.58910 1.10016 -0.77799 0.25
H -0.04155 -2.04297 0.10729 0.20
H 2.68505 -0.38805 1.40605 0.37
H -1.11577 1.94785 -1.21135 0.21
C 0.98058 -0.10577 0.37675 0.09
C -2.43095 -0.33064 -0.17910 -0.52
N 0.61949 1.18598 -0.34432 -0.45
H 0.63260 0.17407 1.40218 0.14
C -1.11059 -0.23353 -0.49733 -0.10
N 2.38763 -0.33651 0.43922 -0.84
H -3.12952 0.47386 -0.38451 0.19
H 2.62612 -1.19506 -0.04512 0.38
C 0.05064 -1.04394 -0.31035 -0.56
H 1.21255 2.00322 -0.33715 0.42
```


Of them, ii has the lowest stability.


## i
C5H8N2 in the gas phase. Source: OMol25; level of theory: ωB97M-V/def2-TZVPD.

The geometry in XYZ format:
```
15
Properties=species:S:1:pos:R:3:nbo_charge:R:1
N -0.00662 -0.44891 0.18479 -0.38
C 1.34255 1.27505 -0.39362 -0.49
H 1.56710 2.28121 -0.73962 0.21
H -1.04475 2.46183 -0.72809 0.40
C -1.18941 -1.24565 0.41058 -0.42
H 1.66154 -1.37105 -0.75011 0.24
H -1.75824 -0.90013 1.28646 0.20
H -1.95324 1.30491 0.09742 0.39
H -0.88964 -2.27810 0.60184 0.23
H -1.85296 -1.23114 -0.46272 0.21
C 0.00752 0.81794 -0.23683 0.47
H 1.59578 -1.59188 1.01470 0.22
C 2.26905 0.32130 0.00500 -0.12
N -1.15447 1.48670 -0.49441 -0.80
C 1.40579 -0.88210 0.20462 -0.34
```


## ii
15
Properties=species:S:1:pos:R:3:nbo_charge:R:1 method="wB97M-V/def2-TZVPD" smiles=CCc1cnc[nH]1
C -1.38773 1.76032 -0.08810 -0.61
H -2.23345 1.42418 0.51856 0.20
N -0.00012 -1.49269 0.48717 -0.52
C -0.13089 1.07484 0.47881 -0.43
H -0.59142 -1.65262 1.28391 0.41
H -1.61112 1.37477 -1.07756 0.22
C 0.84534 -2.39002 -0.08142 0.15
C 0.20028 -0.26781 -0.11509 0.08
H -1.43649 2.84479 -0.05332 0.21
H 2.07111 0.26846 -1.17465 0.20
C 1.35583 -0.46507 -0.83798 -0.08
N 1.69080 -1.79049 -0.88941 -0.45
H -0.11026 1.01834 1.56270 0.21
H 0.65437 -3.44557 -0.19894 0.20
H 0.68377 1.73857 0.18530 0.22


## iii
15
Properties=species:S:1:pos:R:3:nbo_charge:R:1 method="wB97M-V/def2-TZVPD" smiles=Cc1c[nH]c(N)c1
C -1.09805 -0.03502 0.74333 0.28
H 2.03243 0.04172 -2.37691 0.21
N -0.47532 -1.25163 0.73335 -0.51
C 0.59807 -1.22457 -0.12616 -0.10
H 1.20952 -2.10041 -0.28860 0.21
H -1.85655 0.41453 2.55040 0.37
N -2.19071 0.14714 1.62605 -0.84
C 0.67359 0.03548 -0.66647 -0.09
H 2.69036 0.73442 -0.89026 0.21
H -0.85855 -2.05918 1.19608 0.41
H 1.50838 1.64190 -1.82055 0.21
C 1.77857 0.63249 -1.49137 -0.62
H -2.79979 0.89224 1.30244 0.37
H -0.71202 1.75826 -0.48397 0.21
C -0.42702 0.77418 -0.14254 -0.34


Of them, i has the lowest stability.


## i
15
Properties=species:S:1:pos:R:3:nbo_charge:R:1 method="wB97M-V/def2-TZVPD" smiles="CC=C=N/C=N/C"
H 2.47020 0.43539 2.21736 0.21
H 1.69902 -0.93069 3.06697 0.17
H -1.91304 1.53267 -1.43538 0.22
N -0.68800 -1.44530 0.04430 -0.49
N 0.61625 -0.05968 1.43380 -0.41
H -0.75469 2.01477 -2.68601 0.22
C 1.51292 0.03208 2.56518 -0.43
C 0.18561 -1.20666 1.13313 0.25
H 0.41894 -2.11993 1.69393 0.15
H 0.08184 -0.41800 -2.84952 0.24
H 1.10856 0.74039 3.29505 0.21
C -1.39271 1.19670 -2.33586 -0.61
C -0.62163 -0.73123 -0.96011 0.47
C -0.57995 -0.04481 -2.07155 -0.40
H -2.14332 1.00430 -3.11128 0.21


## ii
A molecular structure, C5H8N2. Source: OMol25; level of theory: ωB97M-V/def2-TZVPD.

The geometry in XYZ format:
```
15
Properties=species:S:1:pos:R:3:nbo_charge:R:1
C -0.73986 -0.87355 -0.56338 0.01
H -1.15802 -1.36604 -1.43118 0.23
H 0.58493 0.59995 -2.22592 0.21
C 0.82160 -1.08113 1.42420 0.26
C -0.87210 1.26049 0.53487 -0.37
N 1.86188 -0.97810 1.92046 -0.30
H -0.78604 1.57387 1.57750 0.21
H 0.28286 0.99504 -0.27448 0.22
H -1.13614 -1.94018 1.41332 0.23
C -0.51891 -1.23461 0.85761 -0.21
N -1.24975 -0.06599 0.37157 -0.29
H -1.45669 1.94785 -0.08090 0.21
H 1.56403 -0.50336 -1.21232 0.22
H 1.77847 1.22597 -1.07074 0.23
C 1.02374 0.43980 -1.24061 -0.84
```


## iii
2 unconnected molecules or ions with the total composition C5H8N2. Source: OMol25; level of theory: ωB97M-V/def2-TZVPD.

The geometry in XYZ format:
```
15
Properties=species:S:1:pos:R:3:nbo_charge:R:1
N -0.19064 2.25393 -1.21754 -0.32
C -2.66653 0.65951 0.13048 -0.79
H 3.10991 -1.36805 0.09158 0.17
N 1.22775 -0.44383 0.54303 -0.29
H 2.69884 -1.13848 1.81970 0.22
C -1.61098 -0.09054 -0.56765 -0.01
H -2.27543 1.52007 0.68350 0.24
H -3.59526 0.91659 -0.39450 0.20
C 1.40128 0.35869 -0.41451 -0.01
H 1.86680 -2.38076 0.88741 0.22
H -2.05904 -0.55769 -1.47091 0.09
C 0.39117 1.33324 -0.80977 0.26
H -2.90960 -0.09684 0.90586 0.28
C 2.29412 -1.37415 0.83044 -0.44
H 2.31762 0.40831 -1.01714 0.18
```


Of them, ii has the lowest stability.


## i
15
Properties=species:S:1:pos:R:3:nbo_charge:R:1 method="wB97M-V/def2-TZVPD" smiles="[H]/N=C/C(C)=C=CN"
H -2.20405 -1.54612 -1.27216 0.38
N -1.70988 -1.14736 -2.05850 -0.80
C 0.00312 1.52597 1.51627 -0.62
C 0.32437 0.39357 0.56776 -0.15
H -2.33731 -0.90898 -2.81294 0.37
H -0.90687 2.04268 1.20186 0.23
H 0.81958 2.26016 1.52755 0.21
C 1.45822 -0.50432 0.92531 0.11
H 1.99096 -0.23130 1.84989 0.15
C -0.81551 -0.12541 -1.73008 -0.06
H -0.45311 0.44158 -2.58512 0.21
H 2.54212 -2.02469 0.64344 0.33
H -0.13283 1.17299 2.54538 0.21
C -0.33367 0.17774 -0.54729 0.03
N 1.75486 -1.52652 0.22861 -0.60


## ii
15
Properties=species:S:1:pos:R:3:nbo_charge:R:1 method="wB97M-V/def2-TZVPD" smiles=C[C@H]1CN1CC#N
C 1.69690 0.44923 0.09378 -0.33
C -0.59330 1.33318 0.08359 -0.25
H -1.37008 -2.02288 0.39190 0.22
H 2.35748 0.86333 0.86260 0.24
H -1.29432 1.76298 0.79492 0.21
C 2.20368 -0.86930 -0.31740 0.27
H -0.35543 -0.34892 -1.30060 0.20
H -0.21474 2.02854 -0.66605 0.19
N 0.34506 0.35865 0.62792 -0.39
H 1.76999 1.10663 -0.78810 0.21
C -1.74766 -1.00114 0.28643 -0.61
C -0.68965 -0.09652 -0.29170 -0.08
H -2.04902 -0.64346 1.27613 0.22
H -2.63327 -1.02348 -0.35773 0.21
N 2.57434 -1.89685 -0.69569 -0.31


## iii
C5H8N2 in the gas phase. Source: OMol25; level of theory: ωB97M-V/def2-TZVPD.

The geometry in XYZ format:
```
15
Properties=species:S:1:pos:R:3:nbo_charge:R:1
H -1.33324 0.94568 -0.52312 0.34
H 2.09921 -1.52200 -0.38784 0.23
N 0.17288 1.04019 0.38217 -0.29
H -0.07132 -3.24404 -0.29212 0.40
H -0.73338 2.91574 0.80291 0.17
C -0.07825 -1.19858 -0.06110 0.29
H -1.53331 -0.04101 1.06685 0.24
N -0.63616 -2.42140 -0.16489 -0.77
C 1.33977 0.52641 0.07163 0.15
H 0.25386 2.88434 -0.67779 0.17
C 1.27167 -0.86651 -0.15006 -0.43
H -1.63481 -2.53670 -0.12733 0.40
H 2.19816 1.17386 -0.08109 0.21
C -0.83334 0.02007 0.22854 -0.42
C -0.48173 2.32395 -0.08678 -0.69
```


Of them, iii has the lowest stability.


## i
15
Properties=species:S:1:pos:R:3:nbo_charge:R:1 method="wB97M-V/def2-TZVPD" total_charge=+1
H 0.42657 1.76750 1.23997 0.45
N 0.62401 0.78575 1.22241 -0.71
C 1.58484 -1.71293 -1.13181 -0.05
H 2.35501 -2.46561 -1.45989 0.29
N -1.32121 -0.59706 0.99552 -0.83
H -1.06173 -1.60448 0.86593 0.38
H -2.10266 -0.34240 0.44109 0.37
C 0.83035 -1.06577 -0.42328 -0.19
C -0.63317 0.91178 -1.10289 -0.63
H -0.01239 1.72270 -1.34208 0.24
H -1.58071 1.34147 -0.74343 0.24
C 0.06206 0.09128 -0.01190 0.23
H -0.72383 0.16082 -1.92631 0.27
H 1.56857 0.46822 1.34950 0.46
H -0.01571 0.53873 2.02717 0.49


## ii
15
Properties=species:S:1:pos:R:3:nbo_charge:R:1 method="wB97M-V/def2-TZVPD" total_charge=+1
N 1.97338 0.00671 -0.70462 -0.48
C 2.18029 0.11408 0.77418 -0.45
H -2.85190 0.57625 -0.76621 0.26
N -0.26430 0.16051 -0.54849 -0.50
H -2.68525 0.77745 1.01544 0.27
H -1.23419 -1.60306 -0.20594 0.23
H 2.92982 -0.69122 1.11048 0.25
H 1.19985 -0.00703 1.19446 0.22
H 2.73822 1.02736 0.96422 0.24
C -2.64339 0.00737 0.09892 -0.70
H -0.46508 1.13069 -0.65872 0.43
H -3.36124 -0.78167 0.32923 0.27
C -1.30114 -0.53034 -0.10213 0.24
C 0.89514 -0.11450 -1.31042 0.29
H 2.88980 -0.07259 -1.19039 0.44


Of them, i has the lowest stability.